123
Properties=species:S:1:pos:R:3:forces:R:3 method="wB97M-V/def2-TZVPD" energy_ha=-3311.6282 gap_ha="0.195 / 0.193" e_above_lowest_kj_mol=71.6 charge=-2
Ca 0.667307 -0.858010 -1.482585 1.0 -0.8 -0.2
O -0.439352 0.607220 -2.645769 -0.6 0.7 -0.9
C -1.092312 0.655915 -3.722695 -0.2 0.2 -0.3
C -1.957166 1.771678 -4.009334 0.0 0.0 0.1
C -2.607740 1.919814 -5.205167 0.0 -0.1 -0.1
C -2.466662 0.967203 -6.227895 -0.1 0.1 -0.1
C -1.697665 -0.147536 -5.973263 0.0 -0.1 0.0
C -1.043775 -0.356187 -4.752404 -0.1 0.3 0.1
C -0.383253 -1.625304 -4.556450 0.1 -0.3 0.0
N 0.112251 -2.077812 -3.475801 -0.2 -0.1 -0.6
C 0.612878 -3.438145 -3.506778 0.0 -0.3 0.0
C 1.372641 -3.803932 -2.236842 0.2 -0.2 -0.4
N 0.638569 -3.532753 -1.033202 -0.1 0.0 0.4
C 0.525610 -4.497289 -0.211577 0.0 -0.3 -0.2
C 0.007432 -4.535607 1.144236 -0.1 0.1 0.1
C -0.318597 -5.797871 1.653629 -0.1 0.0 -0.1
C -0.778406 -6.006170 2.938195 -0.1 -0.2 0.0
C -0.891632 -4.893680 3.787438 0.1 0.1 -0.1
C -0.535497 -3.647146 3.349882 -0.2 0.0 0.2
C -0.053325 -3.376385 2.012538 0.1 0.1 0.1
O 0.320601 -2.227922 1.695638 -0.2 0.2 -0.2
H -2.065611 2.511366 -3.223310 0.0 0.0 0.0
H -3.246924 2.782516 -5.369798 0.0 0.0 0.0
H -2.962463 1.100544 -7.182022 0.0 0.0 0.0
H -1.602751 -0.913692 -6.739470 0.0 0.0 0.0
H -0.382551 -2.268542 -5.455561 0.0 0.0 0.0
H 1.295278 -3.586527 -4.355022 -0.1 0.0 0.0
H -0.231961 -4.130919 -3.631856 0.0 0.0 0.0
H 2.270713 -3.183960 -2.213038 0.1 -0.1 0.0
H 1.678939 -4.864514 -2.306945 0.0 0.1 0.0
H 0.876088 -5.493050 -0.552631 0.0 0.0 0.0
H -0.215760 -6.655950 0.991973 0.0 0.0 0.0
H -1.036357 -6.999593 3.286626 0.0 0.0 0.0
H -1.251180 -5.032450 4.804030 0.0 0.0 0.0
H -0.592326 -2.789262 4.012819 0.0 0.0 0.0
C -0.924663 5.400206 2.483790 0.0 0.0 0.0
C 0.512866 4.906694 2.702376 -0.1 0.0 0.1
C 1.433150 6.131256 2.682760 0.0 -0.1 -0.1
C 0.613713 4.266695 4.096653 0.0 0.0 0.0
C 0.885888 3.862136 1.645564 -0.1 0.0 0.2
C 0.104657 2.750929 1.482615 -0.1 0.1 0.0
C 0.426678 1.737086 0.550466 0.4 0.2 -0.1
N -0.303461 0.659748 0.245297 -0.2 -0.2 0.2
C -1.375806 0.143510 0.785490 0.0 0.0 -0.2
C -1.928164 0.419616 2.074553 -0.2 0.1 0.3
C -3.132080 -0.078155 2.446425 0.2 0.2 0.1
C -3.868232 -0.860597 1.492270 0.2 -0.1 -0.3
C -3.390840 -1.263377 0.287254 -0.3 -0.1 0.1
C -2.019009 -0.877520 -0.076901 -0.1 0.0 0.2
O -1.434569 -1.326231 -1.061410 -1.4 -0.4 0.6
C -4.292316 -2.154213 -0.587416 -0.1 0.0 -0.1
C -5.600041 -1.390590 -0.863907 0.1 0.0 0.0
C -3.713787 -2.551425 -1.953762 0.1 0.1 0.1
C -4.593723 -3.453764 0.177068 0.1 0.0 0.0
C -3.734215 0.110916 3.833830 0.0 0.0 0.1
C -3.993873 -1.267321 4.466767 0.0 0.0 -0.1
C -2.802249 0.897605 4.757536 0.0 -0.1 -0.1
C -5.060503 0.880538 3.731433 0.1 0.0 0.0
C 1.617172 1.869432 -0.295428 0.0 0.0 0.0
O 1.913518 0.971885 -1.115236 0.6 1.3 0.5
C 2.413006 3.084092 -0.124430 0.1 0.2 0.0
C 2.036688 3.996611 0.823884 0.0 -0.2 -0.1
C 3.621631 3.339470 -1.027183 0.1 0.0 -0.1
C 4.294674 4.680039 -0.720863 0.0 0.0 0.0
C 3.174956 3.349803 -2.499480 0.0 -0.1 0.1
C 4.679703 2.242373 -0.831313 -0.1 0.0 0.1
H -1.186446 6.159996 3.227200 0.0 0.0 0.0
H -1.641113 4.582174 2.567543 0.0 0.0 0.0
H -1.028808 5.835279 1.487888 0.0 0.0 0.0
H 1.114365 6.846625 3.445494 0.0 0.0 0.0
H 1.402852 6.634054 1.713894 0.0 0.0 0.0
H 2.466109 5.851726 2.898131 0.0 0.0 0.0
H 0.348597 4.989513 4.876138 0.0 0.0 0.0
H 1.632045 3.916570 4.277329 0.0 0.0 0.0
H -0.053303 3.407328 4.179435 0.0 0.0 0.0
H -0.820649 2.662590 2.037290 0.1 0.0 0.0
H -1.316137 0.972449 2.773201 0.0 -0.1 0.0
H -4.863202 -1.182210 1.780483 0.0 0.0 0.0
H -5.377769 -0.481359 -1.426289 -0.1 0.0 0.0
H -6.109898 -1.104131 0.057964 0.0 0.0 0.0
H -6.281926 -2.007363 -1.456555 0.0 0.0 0.0
H -3.421864 -1.681297 -2.539729 0.0 0.0 0.0
H -4.480918 -3.105120 -2.506260 0.0 0.0 0.0
H -2.832740 -3.179946 -1.843450 0.0 0.0 0.0
H -5.147263 -3.266674 1.100431 0.0 0.0 0.0
H -3.657554 -3.951071 0.439598 0.0 0.0 0.0
H -5.186128 -4.130003 -0.446591 0.0 0.0 0.0
H -3.080621 -1.862636 4.463895 0.0 0.0 0.0
H -4.747437 -1.825114 3.908404 0.0 0.0 0.0
H -4.344921 -1.158603 5.497600 0.0 0.0 0.0
H -1.824079 0.418939 4.829786 0.0 0.0 0.0
H -3.233292 0.945593 5.760509 0.0 0.0 0.0
H -2.663773 1.920086 4.397466 0.0 0.0 0.0
H -5.794183 0.338833 3.131852 0.0 0.0 0.0
H -4.898201 1.855499 3.266819 0.0 0.0 0.0
H -5.484483 1.036147 4.727829 0.0 0.0 0.0
H 2.634025 4.889378 0.931805 0.0 0.0 0.0
H 3.614027 5.520979 -0.880576 0.0 0.0 0.0
H 5.153027 4.806375 -1.384681 0.0 0.0 0.0
H 4.662315 4.712936 0.308657 0.0 0.0 0.0
H 2.484920 4.176984 -2.690546 0.0 0.0 0.0
H 2.671695 2.416611 -2.744994 0.0 0.0 0.0
H 4.044920 3.460451 -3.153883 0.0 0.0 0.0
H 5.011913 2.212477 0.211313 0.0 0.0 0.0
H 5.548497 2.429052 -1.469832 0.0 0.0 0.0
H 4.266248 1.277257 -1.095107 0.0 -0.2 0.0
C 4.230330 -1.316483 1.180609 -0.2 -0.1 -0.1
C 3.633682 -1.427072 -0.220374 0.3 0.0 0.3
O 2.421210 -1.529631 -0.315335 1.0 -0.3 0.7
C 4.535985 -1.373674 -1.362762 -0.3 0.0 -0.3
C 5.926321 -1.464358 -1.196680 0.0 0.0 0.0
C 6.806371 -1.330965 -2.244654 0.2 0.0 0.0
C 6.291048 -1.064796 -3.528093 0.0 0.0 0.1
C 4.946037 -0.970391 -3.740347 0.0 0.0 -0.1
C 3.974210 -1.149558 -2.684921 0.1 -0.1 0.1
O 2.745662 -1.099940 -2.939126 0.0 0.1 -0.2
H 3.405934 -1.223298 1.885627 0.0 0.0 0.0
H 4.886150 -0.448667 1.255275 0.1 0.0 0.0
H 4.798889 -2.217966 1.419959 0.1 0.0 0.0
H 6.328161 -1.655158 -0.207763 0.0 0.0 0.0
H 7.874499 -1.430310 -2.091155 0.0 0.0 0.0
H 6.979955 -0.928157 -4.357064 0.0 0.0 0.0
H 4.550846 -0.763475 -4.728936 0.0 0.0 0.0

***

134
Properties=species:S:1:pos:R:3:forces:R:3 method="wB97M-V/def2-TZVPD" energy_ha=-4738.9096 spin_multiplicity=2 gap_ha="0.228 / 0.216" e_above_lowest_kj_mol=14.9 charge=-1
Ti 0.233312 0.763422 1.323487 0.7 1.7 -0.9
C 0.297318 -0.141244 -4.307628 0.0 0.0 -0.1
N 0.221263 0.588525 -3.060721 -0.1 0.2 -0.2
C -0.850485 1.561656 -3.000403 0.0 0.0 -0.1
C 1.055946 0.424034 -2.038774 0.5 -0.1 -0.3
N 1.155941 1.379151 -1.070218 -0.2 0.0 0.9
C 2.061760 2.385360 -1.310917 0.0 -0.2 -0.4
C 2.745650 2.445381 -2.533809 -0.1 0.0 0.1
C 3.862315 3.261087 -2.742822 -0.1 0.0 0.1
C 4.324871 4.065589 -1.743953 0.0 0.1 -0.1
C 3.591629 4.165337 -0.537792 -0.1 -0.1 0.0
C 4.019072 5.107180 0.429918 0.0 0.0 0.0
C 3.286115 5.329454 1.555756 0.0 0.0 0.0
C 2.085867 4.628353 1.738067 0.1 0.0 0.0
C 1.642497 3.675640 0.841978 -0.1 0.3 0.2
N 0.368372 3.113190 1.168653 0.2 -0.3 -0.4
C -0.599676 4.010126 1.127791 0.0 0.1 0.1
N -1.594982 4.070002 2.038409 -0.1 -0.1 0.2
C -2.939038 4.502345 1.705304 0.0 0.0 0.1
C -1.431468 3.632194 3.409040 0.0 0.0 0.0
N -0.660637 4.993832 0.175040 0.0 0.0 -0.2
C -0.960073 6.367541 0.512978 0.0 0.0 0.0
C -0.206126 4.782791 -1.182325 0.0 0.0 0.0
C 2.414899 3.379449 -0.317781 0.1 -0.1 0.0
N 1.875565 -0.643920 -2.043762 -0.1 -0.1 0.3
C 3.137337 -0.626481 -1.305733 -0.1 -0.1 0.0
C 1.452785 -1.999395 -2.393291 0.1 0.1 -0.2
H 0.155176 0.573603 -5.121774 0.0 0.0 0.0
H -0.487937 -0.898971 -4.376550 0.0 0.0 0.1
H 1.273490 -0.603342 -4.428087 0.0 0.0 0.0
H -0.582640 2.463069 -3.563482 0.0 0.0 0.0
H -1.037709 1.804498 -1.965201 0.0 0.0 0.0
H -1.756731 1.124084 -3.420850 0.0 -0.1 0.0
H 2.434165 1.782003 -3.330353 0.1 0.0 0.0
H 4.367935 3.227455 -3.701392 0.0 0.0 0.0
H 5.217571 4.667296 -1.867910 0.0 0.0 0.0
H 4.932479 5.660414 0.241630 0.0 0.0 0.0
H 3.605226 6.054696 2.295832 0.0 0.0 0.0
H 1.473156 4.827078 2.611231 0.0 0.0 0.0
H -3.064889 4.560413 0.628342 0.0 0.0 0.0
H -3.165969 5.476647 2.153575 0.0 0.0 0.0
H -3.648725 3.767845 2.090586 0.0 0.0 0.0
H -2.024607 2.743402 3.620525 0.0 0.0 0.0
H -1.762910 4.435915 4.074883 0.0 0.0 0.0
H -0.389346 3.410254 3.601465 0.0 0.0 0.0
H -1.098878 6.472354 1.586286 0.0 0.0 0.0
H -1.857022 6.724806 -0.003692 0.0 0.0 0.0
H -0.120902 7.004020 0.213613 0.0 0.0 0.0
H -0.104476 3.718216 -1.374907 0.0 0.0 0.0
H 0.755058 5.269116 -1.376323 0.0 0.0 0.0
H -0.949022 5.198635 -1.870945 0.0 0.0 0.0
H 3.885882 -1.129838 -1.924749 0.0 0.0 -0.1
H 3.045767 -1.168055 -0.365881 0.0 0.1 0.0
H 3.467332 0.388585 -1.128408 0.0 0.1 0.0
H 2.033575 -2.382666 -3.240866 0.0 0.0 0.0
H 0.385529 -2.020354 -2.595249 0.0 0.0 0.0
H 1.630779 -2.642764 -1.528980 0.0 0.0 0.0
N 3.042264 -2.499184 3.598469 0.0 0.1 0.1
C 2.921219 -1.681576 2.499778 0.2 0.0 0.0
O 2.937533 -2.150254 1.372668 -0.1 0.0 0.1
C 2.983668 -0.205737 2.828922 -0.4 0.0 -0.2
C 2.354827 0.812727 1.849857 0.4 -0.2 0.5
H 2.869929 -3.474938 3.423565 0.0 -0.1 -0.1
H 2.648639 -2.149357 4.456815 0.0 0.0 0.0
H 4.062828 -0.024171 2.900499 0.1 0.1 0.1
H 2.580467 -0.074420 3.831501 0.1 0.0 0.1
H 2.886120 0.689789 0.902583 -0.2 0.1 -0.1
H 2.661531 1.787512 2.235878 0.0 0.1 -0.1
C 1.539058 1.007560 6.923531 0.0 -0.1 0.0
C 0.534012 0.070309 6.707272 0.0 0.0 0.0
C -0.116677 -0.001290 5.486365 0.0 -0.1 -0.1
C 0.248871 0.849687 4.441313 -0.1 0.1 0.1
C 1.240144 1.801849 4.669057 0.0 0.1 0.0
C 1.879657 1.875826 5.897775 0.1 0.1 0.0
N -0.399471 0.811992 3.186964 -0.1 -0.4 0.0
N -1.657715 0.351549 3.256633 0.0 0.0 0.5
C -2.407652 0.620274 2.138919 0.0 0.4 -0.3
C -3.794866 0.389195 2.229117 0.1 -0.1 0.0
C -4.627563 0.884310 1.251300 0.0 0.0 -0.1
C -4.084277 1.609390 0.187137 0.0 0.0 0.1
C -2.709569 1.765295 0.080634 0.0 0.2 -0.1
C -1.814499 1.264812 1.020077 -0.5 -0.1 0.3
H 2.046605 1.057704 7.879043 0.0 0.0 0.0
H 0.260394 -0.617409 7.499018 0.0 0.0 0.0
H -0.895444 -0.724987 5.298640 0.0 0.0 0.0
H 1.512752 2.478520 3.868915 0.0 0.0 0.0
H 2.656571 2.616830 6.047429 0.0 0.0 0.0
H -4.176918 -0.145433 3.090827 0.0 0.0 0.0
H -5.697546 0.723641 1.313502 0.0 0.0 0.0
H -4.735604 2.045597 -0.562087 0.0 0.0 0.0
H -2.346380 2.339318 -0.766583 0.0 0.0 0.0
C 3.344904 -5.299850 -3.542368 -0.1 0.0 0.1
C 2.140135 -5.537579 -2.668518 0.1 0.0 0.0
C 2.272770 -6.218553 -1.457266 0.0 0.0 0.0
C 1.179287 -6.409666 -0.630738 0.0 0.0 -0.1
C -0.053064 -5.891383 -1.007886 0.0 0.1 0.0
C -0.206735 -5.207024 -2.201733 -0.1 0.0 0.1
C 0.891257 -5.046621 -3.033413 0.0 -0.1 0.0
S -1.465482 -6.113632 0.036334 -0.3 -0.3 0.0
O -1.724413 -7.524922 0.151037 0.1 0.0 0.1
O -2.493379 -5.245540 -0.441636 0.1 0.1 0.0
N -0.994668 -5.658198 1.542242 0.2 0.1 -0.1
C -0.239656 -4.410973 1.763535 -0.1 0.0 -0.1
C -1.041591 -3.154633 1.449239 0.0 0.0 -0.3
C -0.211689 -1.969787 1.884905 0.0 -0.5 0.2
O 0.201311 -1.938080 3.025518 0.2 0.1 0.0
O 0.059228 -1.029034 0.988205 0.0 -0.8 0.3
H 4.055743 -6.121909 -3.459850 0.0 0.0 0.0
H 3.852729 -4.384180 -3.228887 0.0 0.0 0.0
H 3.059732 -5.187535 -4.588074 0.0 0.0 0.0
H 3.246922 -6.587971 -1.156735 0.0 0.0 0.0
H 1.272708 -6.957146 0.300460 0.1 0.0 0.0
H -1.183974 -4.806421 -2.446943 0.1 0.0 0.0
H 0.783277 -4.512814 -3.971881 0.0 0.0 0.0
H -0.586415 -6.462523 2.001258 -0.1 0.0 0.0
H 0.678189 -4.389520 1.164026 0.1 -0.1 0.1
H 0.039470 -4.398763 2.815295 0.0 0.0 0.0
H -1.966694 -3.144380 2.028421 0.0 0.0 0.0
H -1.290643 -3.090948 0.392668 -0.1 0.1 0.0
O -5.942131 -3.712829 -6.099040 0.0 0.0 0.0
C -6.051816 -2.564440 -5.368514 0.1 0.0 0.0
O -7.030158 -1.883584 -5.531305 -0.1 0.1 0.0
C -4.951035 -2.265114 -4.432865 0.1 0.0 0.0
C -5.166511 -1.322932 -3.420961 0.0 0.0 0.1
C -4.192868 -1.029556 -2.490082 0.1 -0.1 -0.1
C -2.913783 -1.638341 -2.531892 0.1 0.0 -0.1
S -1.680412 -1.259390 -1.384714 -0.6 -0.3 -0.2
C -2.702471 -2.566283 -3.582260 -0.2 0.1 0.0
C -3.693901 -2.876861 -4.492210 0.1 0.0 0.0
H -5.191693 -4.222006 -5.776712 0.1 0.0 0.0
H -6.134917 -0.838529 -3.378820 0.0 0.0 0.0
H -4.385068 -0.326259 -1.690921 0.0 0.0 0.0
H -1.732467 -3.046052 -3.656154 0.0 0.0 0.0
H -3.454326 -3.582184 -5.284961 0.0 0.0 0.0

***

Question: Which of these has the lowest charge?
Answer: C52H61CaN3O6